Entry 1:
Molecular formula: C20H21MnN9S
Method: DFT, ωB97M-V/def2-TZVPD

Last column: Mulliken charge in e.
CARTESIAN COORDINATES (ANGSTROEM)
Mn -0.0597 -0.1801 0.9197  0.5176
N 2.6443 -2.3544 0.5755  -0.2058
C 2.9440 -1.0829 0.3057  0.4971
N 4.2239 -0.8139 0.1084  -0.6630
C 4.5333 0.4432 -0.1931  0.3901
N 5.7999 0.7559 -0.4133  -0.3093
N 3.6209 1.4475 -0.2878  -0.6587
C 2.3942 1.0991 -0.0440  -0.1007
N 1.9413 -0.1509 0.2525  -0.0894
C 1.3673 2.1695 -0.0715  0.9910
C 1.6529 3.4521 -0.5080  -0.6538
C 0.6484 4.4067 -0.4584  -0.5215
C -0.5940 4.0393 0.0374  -0.8584
C -0.7986 2.7325 0.4390  -0.1662
N 0.1594 1.8052 0.3787  0.4960
H 3.4081 -3.0101 0.5496  0.2878
H 1.7068 -2.7104 0.5259  0.1321
H 6.5076 0.0429 -0.3584  0.2600
H 6.0481 1.6987 -0.6594  0.2501
H 2.6473 3.6733 -0.8647  0.5524
H 0.8332 5.4173 -0.7950  0.4620
H -1.4045 4.7500 0.1106  0.4524
H -1.7632 2.4163 0.8195  0.4998
N -6.0462 0.2013 -0.8901  -0.4326
C -4.7636 0.1471 -0.5185  1.0744
C -3.7243 -0.0289 -1.4553  -0.9934
C -2.4261 -0.0775 -1.0250  -0.5817
N -2.0550 0.0293 0.2631  0.1440
C -3.0489 0.2152 1.1606  -0.6378
C -4.3758 0.2755 0.8337  -0.7841
H -6.3152 0.1204 -1.8555  0.2034
H -6.7800 0.3388 -0.2168  0.2081
H -3.9387 -0.1159 -2.5111  0.3765
H -1.6267 -0.1904 -1.7519  0.5899
H -2.7484 0.3361 2.1968  0.4885
H -5.1123 0.4310 1.6096  0.3856
S 0.6517 0.8163 4.1311  -0.0424
C 0.3825 0.4028 2.6958  0.1595
N -0.5925 -2.1596 1.5112  -0.1664
C -0.3112 -3.3377 0.7017  -0.5535
C -0.5635 -3.3010 -0.6618  0.4924
C -0.2507 -4.4041 -1.4409  -0.8082
C 0.3165 -5.5313 -0.8615  -0.4515
C 0.5641 -5.5596 0.5031  -0.6651
C 0.2443 -4.4641 1.2927  -0.1073
H -1.6064 -2.0740 1.5846  0.2672
H -0.2715 -2.3499 2.4585  0.3319
H -1.0001 -2.4207 -1.1207  0.2918
H -0.4490 -4.3812 -2.5033  0.4243
H 0.5625 -6.3882 -1.4726  0.4229
H 1.0000 -6.4374 0.9596  0.4218
H 0.4337 -4.4880 2.3598  0.3802

**⟨S²⟩**: 0.8383
**Spin multiplicity**: 2
**Energy**: -2816.30868 Ha
**Orbital gap (spin up / spin down)**: 8.48 / 8.02 eV
**Strongest force on any atom**: 0.74 eV Å⁻¹
**Net charge**: +2
**Lowest unoccupied orbital energy (spin up / spin down)**: -6.0142 / -6.3640 eV
**HOMO level (spin up / spin down)**: -14.49 / -14.39 eV

=====

Entry 2:
Molecular formula: C6H10O
Method: DFT, ωB97M-V/def2-TZVPD

Last column: Mulliken charge in e.
CARTESIAN COORDINATES (ANGSTROEM)
C -1.6543 0.3647 0.9351  -0.4779
C -2.1434 -0.1172 -0.3928  -0.7328
C -0.9015 -0.7327 0.2441  -0.2282
C 0.5372 -0.4627 -0.2358  0.0743
C 0.2727 0.3120 -1.4552  -0.6381
C 2.5122 0.6149 0.3331  -0.8257
O 1.2345 0.2271 0.7765  -0.3203
H -1.1683 1.3343 0.9648  0.2176
H -2.2179 0.1044 1.8264  0.2683
H -3.0257 -0.7510 -0.4307  0.2735
H -2.0489 0.5492 -1.2449  0.2984
H -1.0355 -1.7344 0.6424  0.4237
H 1.0349 -1.4370 -0.4030  0.4816
H 0.0342 -0.4380 -2.2335  0.2609
H 2.4391 1.3344 -0.4941  0.3495
H 3.1048 -0.2509 -0.0081  0.3225
H 3.0260 1.0829 1.1756  0.2526

**Spin multiplicity**: 1
**Energy**: -309.65770 Ha
**Orbital gap**: 8.60 eV
**Strongest force on any atom**: 0.38 eV Å⁻¹
**Net charge**: 0
**Lowest unoccupied orbital energy**: -0.2686 eV
**HOMO level**: -8.87 eV

=====

Entry 3:
Molecular formula: C7H12MgNO5S3
Method: DFT, ωB97M-V/def2-TZVPD

Last column: Mulliken charge in e.
CARTESIAN COORDINATES (ANGSTROEM)
Mg -0.4414 0.2594 0.7730  0.8139
S 1.5492 -0.0361 4.9310  -0.3080
C 0.9046 -0.2195 3.4322  0.1911
S -0.8886 -0.5278 3.2980  -0.3391
S 1.7357 -0.1277 1.9609  -0.4592
C 1.8698 2.5413 -1.1546  -1.6187
C 0.4676 1.9785 -1.3661  1.6674
C -0.0045 2.1281 -2.8029  -1.7911
O 0.4491 0.5900 -0.9737  -0.4178
C -0.5023 2.7275 -0.3922  0.4806
O -0.8035 3.8760 -0.6838  -0.7052
O -0.8515 2.0628 0.6417  -0.6373
H 2.5812 2.0864 -1.8503  0.4117
H 2.1956 2.3249 -0.1357  0.2969
H 1.8681 3.6206 -1.3014  0.3844
H 0.7696 1.8134 -3.5094  0.4165
H -0.2516 3.1710 -2.9889  0.3847
H -0.9008 1.5254 -2.9587  0.3883
H 0.8776 0.0458 -1.6380  0.2256
N -0.1107 -3.3709 1.2636  -0.4297
C -1.2917 -3.5805 0.4304  -0.3530
C -1.9688 -2.2571 -0.0143  0.4566
O -3.0844 -2.3361 -0.5048  -0.6896
O -1.2553 -1.1938 0.0837  -0.4354
H 0.3042 -4.2480 1.5502  0.2137
H -0.7039 -1.7281 2.6623  0.1700
H 0.5844 -2.8352 0.7570  0.1152
H -2.0281 -4.1616 0.9844  0.3067
H -1.0696 -4.1287 -0.4939  0.2607

**Spin multiplicity**: 1
**Energy**: -2099.81559 Ha
**Orbital gap**: 7.57 eV
**Strongest force on any atom**: 1.84 eV Å⁻¹
**Net charge**: -1
**Lowest unoccupied orbital energy**: 2.5719 eV
**HOMO level**: -5.00 eV

=====

Entry 4:
Molecular formula: C3H6F3N
Method: DFT, ωB97M-V/def2-TZVPD

Last column: Mulliken charge in e.
CARTESIAN COORDINATES (ANGSTROEM)
C -0.2144 -0.0543 -1.5092  -0.8487
C 0.7454 1.4778 0.9698  -1.0267
C -0.5286 -0.4434 -0.0598  0.5711
N 0.2089 -1.3359 0.6591  0.0406
F -1.7830 -0.0997 0.3026  -0.2305
F -0.3172 -1.4618 1.9197  -0.1369
F -0.0703 -2.9034 0.2102  -0.3645
H -0.0999 -0.7924 -2.2992  0.3208
H -1.0581 0.6456 -1.8307  0.2909
H 0.7440 0.5063 -1.4028  0.2469
H 0.5337 2.2098 0.1822  0.3916
H 0.1781 1.3782 1.7991  0.3833
H 1.6614 0.8733 1.0591  0.3619

**Spin multiplicity**: 1
**Energy**: -471.97967 Ha
**Orbital gap (spin up / spin down)**: 8.99 / 8.09 eV
**Strongest force on any atom**: 3.19 eV Å⁻¹
**Net charge**: 0
**Lowest unoccupied orbital energy (spin up / spin down)**: -0.6284 / -1.3626 eV
**HOMO level (spin up / spin down)**: -9.61 / -9.45 eV

=====

Question: Among the records above, which one has the lowest strongest force on any atom?
Answer: C6H10O

=====

Question: Among the records above, which one has the highest spin multiplicity?
Answer: C20H21MnN9S